2 unconnected molecules or ions with the total composition C18H18Cl2N3 at a distorted geometry, computed with ωB97M-V with the def2-TZVPD basis set.

Multiplicity   1
Energy   -48465.8532 eV
LUMO energy   -5.7 eV
Net charge   +1

Each line ends with the Löwdin charge.
Positions of all 41 atoms, in Å:
Cl1 -5.624 0.579 2.166  0.771
C1 -3.997 0.034 2.157  -0.632
C2 -3.721 -1.327 2.189  -0.078
C3 -2.425 -1.765 2.199  0.009
C4 -1.336 -0.858 2.178  -0.179
C5 -0.033 -1.416 2.198  0.122
C6 1.270 -0.860 2.178  -0.181
C7 2.357 -1.768 2.148  0.020
C8 3.654 -1.333 2.129  -0.068
C9 3.933 0.029 2.140  -0.626
Cl2 5.561 0.571 2.132  0.774
C10 2.891 0.949 2.172  -0.068
C11 1.591 0.520 2.192  0.019
C12 -1.654 0.521 2.129  0.025
C13 -2.954 0.952 2.124  -0.067
H1 -4.542 -2.024 2.193  0.119
H2 -2.219 -2.822 2.206  0.129
H3 -0.033 -2.494 2.237  0.127
H4 2.150 -2.824 2.131  0.129
H5 4.473 -2.031 2.105  0.119
H6 3.128 2.000 2.187  0.119
H7 0.821 1.260 2.235  0.095
H8 -0.883 1.259 2.075  0.095
H9 -3.188 2.003 2.092  0.119
C14 1.224 -0.772 6.056  -0.238
C15 0.797 -0.338 7.478  -0.114
N1 -0.459 -1.079 7.623  -0.066
C16 -1.674 -0.721 8.381  -0.111
C17 -2.824 -1.327 7.546  -0.146
N2 -2.198 -1.775 6.289  0.059
C18 -0.813 -1.549 6.335  -0.344
N3 0.097 -1.336 5.426  0.051
H10 1.615 0.063 5.457  0.100
H11 2.013 -1.536 6.105  0.110
H12 1.514 -0.613 8.258  0.116
H13 0.593 0.734 7.554  0.112
H14 -1.617 -1.127 9.397  0.118
H15 -1.732 0.370 8.435  0.114
H16 -3.261 -2.203 8.038  0.111
H17 -3.631 -0.607 7.365  0.116
H18 -2.704 -1.540 5.436  0.120



C3H3FO in the gas phase at a distorted geometry, computed with ωB97M-V with the def2-TZVPD basis set.

Multiplicity   1
Energy   -7922.8011 eV
SMILES string   C=C(F)C=O
LUMO energy   0.2 eV
Relative energy (zero: lowest compared OMol25 entry of this formula, charge and spin)   11.4 kcal per mole
Net charge   0

Each line ends with the Löwdin charge.
Positions of all 8 atoms, in Å:
C1 -0.218 -0.771 -0.020  0.100
C2 1.757 0.795 -0.111  -0.193
C3 1.056 -0.542 0.068  -0.375
O1 2.930 0.717 0.018  0.098
F1 1.964 -1.484 0.028  0.091
H1 -0.570 -1.849 0.003  0.111
H2 -0.848 0.038 -0.026  0.039
H3 1.137 1.706 -0.032  0.129



10 unconnected molecules or ions with the total composition C29H43Cl36N3O4P at a distorted geometry, computed with ωB97M-V with the def2-TZVPD basis set.

Multiplicity   1
Energy   -503519.3291 eV
LUMO energy   -3.0 eV
Relative energy (zero: lowest compared OMol25 entry of this formula, charge and spin)   0.0 kcal per mole
Net charge   +1

Each line ends with the Löwdin charge.
Positions of all 116 atoms, in Å:
C1 -0.123 5.898 -2.403  -0.084
C2 0.162 4.886 -1.313  -0.261
O1 -1.043 4.139 -1.008  -0.252
P1 -1.107 3.510 0.428  0.388
O2 -2.371 2.837 0.617  -0.237
C3 0.217 2.298 0.669  -0.188
C4 0.498 1.554 -0.647  -0.184
C5 0.537 0.029 -0.457  -0.113
N1 1.842 -0.521 -0.840  0.146
C6 2.169 -0.920 -2.032  -0.342
N2 1.250 -0.778 -3.030  0.101
C7 1.796 -0.332 -4.328  -0.144
C8 3.299 -0.283 -4.306  -0.123
C9 3.901 -1.475 -3.595  -0.271
C10 3.576 -2.761 -4.332  -0.145
C11 3.673 -4.038 -3.492  -0.189
C12 2.274 -4.488 -3.050  -0.181
C13 1.556 -5.229 -4.219  -0.182
C14 0.274 -4.503 -4.591  -0.190
C15 -0.336 -4.853 -5.964  -0.186
C16 0.546 -5.701 -6.877  -0.185
C17 -0.182 -5.994 -8.170  -0.234
O3 0.758 -6.243 -9.204  -0.184
C18 0.523 -5.446 -10.347  -0.108
N3 3.407 -1.408 -2.205  0.140
O4 -0.977 4.715 1.432  -0.245
C19 -1.060 4.270 2.804  -0.272
C20 -2.415 4.500 3.365  -0.112
H1 -1.099 5.716 -2.814  0.018
H2 -0.043 6.906 -2.044  0.061
H3 0.612 5.799 -3.185  0.074
H4 0.510 5.410 -0.432  0.107
H5 0.942 4.216 -1.645  0.104
H6 1.112 2.816 0.989  0.102
H7 -0.097 1.650 1.465  0.081
H8 -0.294 1.748 -1.350  0.103
H9 1.433 1.900 -1.040  0.104
H10 0.388 -0.222 0.576  0.121
H11 -0.242 -0.418 -1.042  0.119
H12 2.536 -0.605 -0.111  0.177
H13 0.662 -1.598 -3.115  0.139
H14 1.401 0.631 -4.611  0.121
H15 1.449 -1.018 -5.081  0.110
H16 3.601 0.599 -3.752  0.127
H17 3.673 -0.174 -5.311  0.135
H18 4.970 -1.335 -3.580  0.151
H19 2.618 -2.761 -4.826  0.101
H20 4.303 -2.854 -5.125  0.081
H21 4.149 -4.825 -4.047  0.101
H22 4.291 -3.898 -2.612  0.103
H23 2.316 -5.087 -2.154  0.110
H24 1.731 -3.576 -2.861  0.068
H25 1.326 -6.211 -3.841  0.119
H26 2.269 -5.244 -5.020  0.092
H27 -0.456 -4.773 -3.841  0.112
H28 0.368 -3.428 -4.520  0.074
H29 -0.510 -3.925 -6.487  0.103
H30 -1.304 -5.329 -5.888  0.113
H31 0.868 -6.594 -6.366  0.114
H32 1.415 -5.113 -7.139  0.112
H33 -0.806 -6.870 -8.040  0.129
H34 -0.783 -5.136 -8.429  0.110
H35 0.653 -4.393 -10.118  0.085
H36 1.182 -5.767 -11.129  0.083
H37 -0.495 -5.591 -10.703  0.088
H38 3.573 -2.250 -1.666  0.150
H39 -0.309 4.800 3.368  0.125
H40 -0.854 3.211 2.901  0.077
H41 -3.157 3.918 2.857  0.038
H42 -2.680 5.543 3.384  0.048
H43 -2.385 4.171 4.396  0.062
C21 -3.029 0.484 5.182  -2.022
Cl1 -2.176 1.391 6.436  0.494
Cl2 -4.694 0.218 5.686  0.500
Cl3 -3.024 1.421 3.686  0.598
Cl4 -2.213 -1.063 4.916  0.515
C22 -2.344 4.252 9.506  -2.049
Cl5 -1.562 5.783 9.908  0.539
Cl6 -1.112 3.043 9.154  0.487
Cl7 -3.326 3.708 10.871  0.523
Cl8 -3.389 4.470 8.109  0.493
C23 -2.342 8.328 1.163  -2.037
Cl9 -2.590 9.857 0.316  0.539
Cl10 -0.827 8.397 2.073  0.531
Cl11 -3.684 8.052 2.275  0.550
Cl12 -2.259 7.010 -0.005  0.609
C24 -0.006 1.576 13.173  -2.058
Cl13 -0.139 3.103 12.315  0.498
Cl14 1.468 1.571 14.145  0.533
Cl15 -1.408 1.369 14.226  0.531
Cl16 0.040 0.262 11.991  0.509
C25 7.011 -4.033 -7.202  -2.062
Cl17 5.365 -4.474 -7.677  0.519
Cl18 7.095 -3.929 -5.435  0.518
Cl19 8.139 -5.255 -7.771  0.553
Cl20 7.426 -2.466 -7.899  0.530
C26 -7.121 3.499 6.747  -2.049
Cl21 -7.957 5.021 6.427  0.536
Cl22 -8.246 2.147 6.572  0.534
Cl23 -5.798 3.293 5.592  0.485
Cl24 -6.475 3.532 8.381  0.511
C27 1.980 -4.080 10.179  -2.057
Cl25 1.167 -3.564 8.693  0.491
Cl26 2.989 -5.487 9.834  0.528
Cl27 2.994 -2.777 10.796  0.527
Cl28 0.770 -4.510 11.391  0.520
C28 -2.943 4.181 -5.202  -2.053
Cl29 -3.970 2.946 -5.933  0.532
Cl30 -2.838 3.913 -3.462  0.578
Cl31 -1.320 4.089 -5.906  0.506
Cl32 -3.625 5.777 -5.511  0.543
C29 -3.493 -2.942 8.673  -2.030
Cl33 -3.410 -3.721 7.088  0.509
Cl34 -4.870 -3.590 9.568  0.536
Cl35 -2.002 -3.307 9.551  0.492
Cl36 -3.735 -1.199 8.460  0.504



A molecular structure, C47H36BIN3O7PSZr, computed with ωB97M-V with the def2-TZVPD basis set.

Multiplicity   1
Energy   -98313.2025 eV
LUMO energy   0.1 eV
Relative energy (zero: lowest compared OMol25 entry of this formula, charge and spin)   8.6 kcal per mole
Net charge   0

Each line ends with the Löwdin charge.
Positions of all 98 atoms, in Å:
Zr1 -1.534 -0.253 0.170  1.518
C1 -1.777 -4.364 1.371  0.009
C2 -1.256 -2.973 1.567  -0.426
O1 -1.156 -2.263 0.478  -0.309
C3 -0.926 -2.504 2.809  -0.004
C4 -0.399 -1.203 3.070  -0.304
C5 0.294 -0.954 4.376  -0.021
N1 -0.486 -0.258 2.177  -0.077
N2 0.171 0.937 2.469  0.099
C6 0.339 1.631 1.391  -0.449
O2 -0.069 1.246 0.203  -0.257
C7 1.063 2.921 1.467  -0.148
C8 1.312 3.536 2.692  -0.025
C9 2.028 4.720 2.737  -0.080
C10 2.511 5.290 1.564  -0.090
C11 2.267 4.675 0.345  -0.082
C12 1.539 3.496 0.293  -0.039
H1 -1.301 -4.821 0.505  0.074
H2 -2.849 -4.304 1.166  0.090
H3 -1.619 -4.986 2.250  0.086
H4 -0.969 -3.196 3.637  0.106
H5 0.068 -1.749 5.083  0.077
H6 0.006 0.013 4.783  0.079
H7 1.374 -0.922 4.220  0.083
H8 0.938 3.072 3.595  0.110
H9 2.216 5.201 3.689  0.100
H10 3.077 6.212 1.603  0.100
H11 2.647 5.115 -0.569  0.107
H12 1.337 3.006 -0.651  0.121
I1 -1.347 -0.744 -2.765  1.260
C13 0.346 0.107 -3.704  -0.547
C14 0.033 1.111 -4.577  -0.164
C15 0.972 1.545 -5.536  -0.064
C16 2.155 0.889 -5.653  -0.035
C17 2.515 -0.136 -4.745  -0.169
C18 3.743 -0.819 -4.908  -0.031
C19 4.121 -1.783 -4.025  -0.063
C20 3.348 -2.004 -2.872  -0.078
C21 2.164 -1.346 -2.649  -0.313
P1 1.521 -1.264 -0.916  1.075
C22 2.026 -2.920 -0.318  -0.371
C23 1.213 -3.982 -0.717  -0.111
C24 1.523 -5.283 -0.357  -0.084
C25 2.641 -5.540 0.428  -0.086
C26 3.449 -4.491 0.835  -0.079
C27 3.148 -3.187 0.458  -0.089
C28 2.789 -0.160 -0.180  -0.346
C29 3.607 0.682 -0.933  -0.066
C30 4.468 1.571 -0.305  -0.080
C31 4.528 1.634 1.079  -0.084
C32 3.716 0.803 1.837  -0.074
C33 2.852 -0.081 1.210  -0.131
C34 1.650 -0.479 -3.665  -0.210
H13 -0.952 1.554 -4.541  0.083
H14 0.718 2.351 -6.212  0.108
H15 2.852 1.146 -6.442  0.114
H16 4.369 -0.566 -5.755  0.115
H17 5.046 -2.327 -4.162  0.107
H18 3.743 -2.666 -2.112  0.105
H19 0.332 -3.780 -1.316  0.103
H20 0.891 -6.099 -0.684  0.105
H21 2.880 -6.555 0.718  0.101
H22 4.324 -4.683 1.443  0.103
H23 3.800 -2.381 0.770  0.099
H24 3.578 0.656 -2.014  0.101
H25 5.091 2.225 -0.904  0.105
H26 5.194 2.335 1.566  0.104
H27 3.739 0.856 2.919  0.109
H28 2.206 -0.713 1.812  0.096
O3 -1.147 2.715 -2.353  0.072
C35 -1.809 2.720 -1.344  -0.504
N3 -2.615 1.665 -0.920  -0.202
S1 -3.371 2.021 0.436  0.670
O4 -2.789 1.028 1.402  -0.415
O5 -4.794 2.069 0.418  -0.233
C36 -2.642 3.586 0.737  -0.215
C37 -2.782 4.446 1.808  -0.019
C38 -2.055 5.628 1.754  -0.053
C39 -1.246 5.926 0.657  -0.048
C40 -1.138 5.050 -0.414  -0.003
C41 -1.842 3.861 -0.355  -0.131
H29 -3.417 4.208 2.650  0.125
H30 -2.118 6.326 2.578  0.109
H31 -0.687 6.853 0.646  0.111
H32 -0.506 5.262 -1.265  0.127
O6 -4.610 -1.784 -1.511  0.131
B1 -3.599 -1.308 -0.685  -0.603
O7 -3.927 -1.602 0.664  0.047
C42 -5.145 -2.241 0.633  -0.208
C43 -5.899 -2.727 1.676  0.008
C44 -7.102 -3.347 1.338  -0.091
C45 -7.511 -3.464 0.015  -0.090
C46 -6.735 -2.966 -1.032  0.010
C47 -5.552 -2.356 -0.686  -0.201
H33 -5.575 -2.626 2.702  0.120
H34 -7.730 -3.742 2.126  0.099
H35 -8.451 -3.950 -0.211  0.100
H36 -7.043 -3.047 -2.065  0.120



A molecular structure, C15H10N3O2S4Sr at a distorted geometry, computed with ωB97M-V with the def2-TZVPD basis set.

Multiplicity   1
Energy   -68465.0494 eV
LUMO energy   2.4 eV
Net charge   -1

Each line ends with the Löwdin charge.
Positions of all 35 atoms, in Å:
Sr1 -0.629 0.182 0.011  1.082
O1 3.274 -1.418 1.188  -0.011
C1 2.208 -0.785 1.102  -0.545
N1 1.621 -0.335 0.003  -0.175
C2 2.322 -0.658 -1.217  -0.196
C3 1.534 -0.324 -2.457  -0.258
C4 2.158 -0.342 -3.705  -0.029
C5 1.419 -0.048 -4.834  -0.072
C6 0.069 0.258 -4.700  -0.063
C7 -0.475 0.257 -3.430  -0.119
N2 0.241 -0.020 -2.338  -0.012
C8 1.478 -0.437 2.389  -0.188
C9 2.161 -0.565 3.595  -0.003
C10 1.524 -0.215 4.770  -0.060
C11 0.209 0.230 4.718  -0.063
C12 -0.407 0.302 3.482  -0.120
N3 0.212 -0.012 2.344  -0.025
H1 2.577 -1.727 -1.245  0.132
H2 3.286 -0.133 -1.261  0.128
H3 3.211 -0.585 -3.775  0.113
H4 1.886 -0.049 -5.811  0.102
H5 -0.542 0.494 -5.559  0.101
H6 -1.522 0.488 -3.261  0.105
H7 3.174 -0.941 3.571  0.113
H8 2.040 -0.286 5.719  0.104
H9 -0.329 0.506 5.614  0.101
H10 -1.441 0.618 3.393  0.121
O2 -7.584 -0.021 1.284  -0.117
C13 -6.447 0.018 0.865  -1.077
S1 -5.578 1.500 0.483  0.896
C14 -4.035 0.776 -0.009  -1.228
C15 -3.974 -0.575 0.042  -1.224
S2 -2.654 -1.637 -0.346  0.299
S3 -5.443 -1.400 0.591  0.900
S4 -2.812 1.915 -0.488  0.287



C4H5NO3 in the gas phase at a distorted geometry, computed with ωB97M-V with the def2-TZVPD basis set.

Multiplicity   1
Energy   -11854.4003 eV
SMILES string   C#C[C@H](OC)[N+](=O)[O-]
LUMO energy   -0.4 eV
Relative energy (zero: lowest compared OMol25 entry of this formula, charge and spin)   175.3 kcal per mole
Net charge   0

Each line ends with the Löwdin charge.
Positions of all 13 atoms, in Å:
C1 0.297 -2.563 0.363  0.185
C2 -0.024 -1.391 0.146  -0.044
C3 1.382 1.475 -0.268  -0.173
C4 -0.594 -0.132 -0.195  -0.133
N1 -1.939 -0.040 0.379  -0.371
O1 -2.851 -0.393 -0.315  0.116
O2 -2.069 0.293 1.548  0.117
O3 0.259 1.123 0.509  -0.165
H1 0.877 -3.459 0.477  0.045
H2 2.128 0.715 -0.551  0.072
H3 1.907 2.355 0.379  0.142
H4 1.097 1.872 -1.309  0.093
H5 -0.470 0.146 -1.164  0.116



Repeat the first record exactly.
2 unconnected molecules or ions with the total composition C18H18Cl2N3 at a distorted geometry, computed with ωB97M-V with the def2-TZVPD basis set.

Multiplicity   1
Energy   -48465.8532 eV
LUMO energy   -5.7 eV
Net charge   +1

Each line ends with the Löwdin charge.
Positions of all 41 atoms, in Å:
Cl1 -5.624 0.579 2.166  0.771
C1 -3.997 0.034 2.157  -0.632
C2 -3.721 -1.327 2.189  -0.078
C3 -2.425 -1.765 2.199  0.009
C4 -1.336 -0.858 2.178  -0.179
C5 -0.033 -1.416 2.198  0.122
C6 1.270 -0.860 2.178  -0.181
C7 2.357 -1.768 2.148  0.020
C8 3.654 -1.333 2.129  -0.068
C9 3.933 0.029 2.140  -0.626
Cl2 5.561 0.571 2.132  0.774
C10 2.891 0.949 2.172  -0.068
C11 1.591 0.520 2.192  0.019
C12 -1.654 0.521 2.129  0.025
C13 -2.954 0.952 2.124  -0.067
H1 -4.542 -2.024 2.193  0.119
H2 -2.219 -2.822 2.206  0.129
H3 -0.033 -2.494 2.237  0.127
H4 2.150 -2.824 2.131  0.129
H5 4.473 -2.031 2.105  0.119
H6 3.128 2.000 2.187  0.119
H7 0.821 1.260 2.235  0.095
H8 -0.883 1.259 2.075  0.095
H9 -3.188 2.003 2.092  0.119
C14 1.224 -0.772 6.056  -0.238
C15 0.797 -0.338 7.478  -0.114
N1 -0.459 -1.079 7.623  -0.066
C16 -1.674 -0.721 8.381  -0.111
C17 -2.824 -1.327 7.546  -0.146
N2 -2.198 -1.775 6.289  0.059
C18 -0.813 -1.549 6.335  -0.344
N3 0.097 -1.336 5.426  0.051
H10 1.615 0.063 5.457  0.100
H11 2.013 -1.536 6.105  0.110
H12 1.514 -0.613 8.258  0.116
H13 0.593 0.734 7.554  0.112
H14 -1.617 -1.127 9.397  0.118
H15 -1.732 0.370 8.435  0.114
H16 -3.261 -2.203 8.038  0.111
H17 -3.631 -0.607 7.365  0.116
H18 -2.704 -1.540 5.436  0.120



> Which formula does entry 3 have?

C29H43Cl36N3O4P



> Which of these has the lowest energy?

C29H43Cl36N3O4P